[1]
88
Properties=species:S:1:pos:R:3 method="wB97M-V/def2-TZVPD" homo_ev="-10.642 / -10.604" multiplicity=2 charge=+1 max_force_ev_per_a=0.82 relative_energy_kj_mol=129.8 e_lumo_ha="-0.1525 / -0.1431" total_energy_ha=-4668.952202 orbital_gap_ev="6.5 / 6.7"
C -3.302 0.946 0.849
C 1.341 0.179 -5.091
H -0.471 3.505 4.040
H -3.023 -0.818 -0.363
Si -1.446 -3.377 -2.508
W 0.184 0.549 0.297
H -1.084 2.199 -2.999
C 1.286 1.488 -1.444
H 2.819 2.267 -0.042
C 1.122 1.020 -4.003
H -1.812 -0.494 2.806
H -0.301 -5.494 -3.029
C -3.996 0.174 1.962
H -2.077 -3.578 -4.891
H -5.066 0.133 1.758
C 0.173 2.641 4.216
C -0.034 -4.592 -2.473
H -3.236 -5.036 -2.119
C -0.567 3.070 -2.602
H -3.858 0.663 2.928
Ge -1.231 2.909 1.398
O -1.871 1.112 1.245
C 2.523 -3.470 3.031
C 1.409 0.621 -2.700
H 1.247 4.495 2.475
H 1.100 0.536 -6.085
H -0.447 1.756 4.371
C -0.527 -0.932 -0.868
H -1.313 3.786 -2.251
H 2.065 -1.725 -5.767
O 0.397 2.030 1.885
H 2.795 1.077 2.614
H 2.251 -1.002 -1.573
H -0.005 3.554 -3.398
C 1.884 -1.079 -4.918
C 2.217 -1.485 -3.632
C 2.726 1.864 -1.050
H -3.982 2.881 1.629
H 0.855 -4.160 -2.934
H -2.811 -4.214 -0.617
H 1.472 3.860 0.046
H 4.458 -3.619 2.162
C 1.145 -1.702 2.141
H 3.127 2.600 -1.753
H -3.502 2.909 -0.090
I 4.984 -1.402 0.144
H -3.825 -3.402 -1.816
H 2.637 3.520 1.950
C -1.793 -2.757 -4.229
C -0.909 -2.178 3.840
C -3.408 0.192 -0.459
C 0.324 2.720 -1.422
C 1.982 -0.652 -2.556
C 2.191 -1.291 1.292
H -3.643 -0.856 2.017
C -3.966 2.310 0.698
H 2.487 4.017 3.636
C 0.929 4.005 -0.882
H -5.005 2.155 0.404
H 0.746 2.003 -4.222
H -1.748 -2.310 4.508
H 3.367 0.989 -1.100
C 1.161 2.415 3.081
N 0.027 -0.940 2.036
I 2.832 -5.093 4.285
C 3.519 -3.083 2.179
C 2.121 1.296 3.441
O 1.939 -0.193 0.548
C 0.196 -2.985 3.912
C -2.971 -4.069 -1.687
H 0.716 2.833 5.142
H 0.218 -4.888 -1.453
C 1.927 3.688 2.760
C -0.964 -1.154 2.879
O -0.639 2.223 -0.413
H 2.728 1.613 4.290
H -2.858 0.696 -1.255
H -4.460 0.138 -0.747
H 0.134 4.738 -0.718
H 1.617 4.429 -1.613
C 1.288 -2.756 3.049
H 1.588 0.393 3.733
H -2.607 -2.029 -4.227
H -0.907 -2.273 -4.642
C -0.893 -1.902 -1.519
H 2.673 -2.453 -3.463
H 0.254 -3.786 4.638
C 3.377 -1.967 1.307



[2]
85
Properties=species:S:1:pos:R:3 method="wB97M-V/def2-TZVPD" homo_ev="-4.736 / -5.747" multiplicity=4 charge=0 max_force_ev_per_a=7.06 relative_energy_kj_mol=0.0 e_lumo_ha="0.0171 / 0.0152" total_energy_ha=-2573.952736 orbital_gap_ev="5.2 / 6.2"
H 3.732 0.633 0.329
H 0.965 0.796 -4.293
H -0.004 -2.621 -2.954
H -0.423 0.613 4.887
P 2.497 -3.054 0.999
H 1.108 0.788 3.985
H -4.741 -3.831 -1.353
H 3.163 3.558 2.014
H -3.018 0.846 -0.974
C 1.910 -3.781 2.537
H -2.434 -3.402 -0.475
H 7.847 -1.142 1.193
H 3.290 -0.429 -2.228
C 6.140 -1.603 -0.048
H -5.349 0.432 -1.801
C -3.425 -0.165 -1.084
H -0.216 -5.116 -2.544
C -4.713 -0.408 -1.536
H 2.648 -2.068 -2.576
C 0.773 -5.073 -2.079
H 6.608 -1.261 -0.974
H -1.213 -1.320 -3.151
H -0.344 1.387 -3.218
C -0.153 -1.578 -3.253
H -2.118 -1.713 2.632
C 1.327 -5.067 2.557
Tc 0.288 -0.523 0.370
P 0.866 -0.449 -2.212
H 2.489 -2.072 3.748
H 0.446 -0.837 4.310
C 0.187 0.200 4.072
H 4.640 1.805 -0.616
H 1.650 -6.518 -3.422
H 1.344 1.828 -2.855
H -3.108 -0.272 2.325
C 2.460 3.570 1.177
H 0.604 -5.309 5.891
H 0.401 -6.595 3.766
H -0.080 -1.370 1.622
P -0.743 0.293 2.507
N 1.618 -1.727 0.590
C -4.378 -2.806 -1.280
C 4.918 -2.495 2.316
C 0.961 -4.879 4.951
H 4.598 1.970 1.159
H 6.747 -1.917 3.294
H 4.309 -2.179 -1.042
H 1.262 -5.645 1.634
H 0.155 -1.449 -4.304
H 4.286 -4.933 -0.387
C 4.017 1.688 0.277
C -3.094 -2.598 -0.808
C -2.262 -0.661 2.904
C 2.524 -0.995 -2.769
C 0.853 -5.602 3.758
H -2.301 2.039 1.916
H 0.173 -3.609 -0.586
C -2.579 -1.265 -0.731
H -1.615 2.311 3.545
H -0.639 2.679 2.088
C 1.537 -3.605 4.938
C 4.219 -2.561 1.094
C 3.083 -5.807 -1.964
C 0.694 1.044 -3.255
C -5.189 -1.725 -1.637
H 1.436 3.420 1.538
H 2.625 -0.801 -3.848
H 2.492 4.561 0.711
C 6.829 -1.537 1.167
C 4.844 -2.120 -0.091
H 3.901 -6.418 -2.349
H -2.493 -0.600 3.976
C 2.012 -3.057 3.743
N -1.321 -1.064 -0.309
H 1.636 -3.037 5.865
H 4.441 -2.841 3.233
C 6.215 -1.975 2.345
C 1.822 -5.861 -2.567
H -6.204 -1.903 -1.983
C 2.252 -4.180 -0.374
C 0.981 -4.241 -0.977
O 1.988 2.346 -0.813
C -1.384 1.999 2.516
C 2.768 2.525 0.127
C 3.306 -4.975 -0.865